(1)
The following is a DFT calculation (the ωB97M-V functional and the def2-TZVPD basis) of 14 unconnected molecules or ions with the total composition C6H35F6N2O12P.

Summary:
**LUMO energy**: -0.029 hartree
**HOMO energy**: -9.82 eV
**Maximum force**: 1.57 eV Å⁻¹

ORCA input file:
```
! wB97M-V def2-TZVPD RIJCOSX def2/J DEFGRID3
* xyz 0 1
C 4.21299 -5.73992 -1.42082
C 3.93242 -5.45938 0.05162
N 3.59966 -4.02235 0.24399
C 4.29584 -2.98061 -0.32601
C 3.76288 -1.84874 0.21708
N 2.69454 -2.18492 0.98749
C 2.60017 -3.52252 0.96864
C 1.82272 -1.23697 1.67834
H 4.09163 -6.80472 -1.61863
H 5.19793 -5.46824 -1.79524
H 3.47050 -5.23314 -2.03872
H 4.79155 -5.58293 0.70789
H 3.06768 -6.02165 0.39186
H 5.14717 -3.15072 -0.95857
H 4.07078 -0.84431 -0.02271
H 1.98438 -4.13900 1.60265
H 1.28620 -1.69731 2.50627
H 1.08909 -0.96376 0.92023
H 2.29982 -0.32491 2.02346
P -0.96369 1.49893 -0.07435
F -1.18250 0.46403 1.17899
F -2.44427 2.17998 0.01755
F -0.49039 2.60170 0.99487
F -0.68132 2.41168 -1.38401
F 0.51832 0.88609 -0.22709
F -1.67311 0.43218 -1.10209
O -4.46783 1.07212 -2.80418
H -4.30726 0.61869 -1.95265
H -4.62681 1.99252 -2.57243
O 0.03187 5.52691 -0.56123
H -0.89243 5.80287 -0.56993
H 0.02748 4.69941 -0.06941
O 1.23215 2.85609 -3.24604
H 0.66332 3.23298 -3.92347
H 0.62305 2.42241 -2.62120
O 2.66028 2.69277 0.57488
H 1.98252 2.07796 0.26086
H 3.33668 2.13566 0.97183
O -1.18484 -2.17143 3.02585
H -1.75376 -1.61597 3.57254
H -1.39879 -1.91751 2.10913
O -3.69167 0.56700 2.96140
H -2.86209 1.00489 3.20336
H -4.23504 1.25703 2.56496
O -2.46537 5.03537 0.71881
H -3.25227 5.56203 0.89905
H -2.73276 4.12487 0.89774
O -0.65503 -0.78493 -3.39098
H -1.15628 0.00359 -3.14545
H -0.46876 -0.67599 -4.32912
O -4.67241 0.57760 -0.03721
H -3.92870 1.18356 -0.21305
H -4.31599 -0.07433 0.58102
O -2.18146 -2.17976 0.37562
H -1.82190 -2.73492 -0.32470
H -2.07281 -1.27701 0.04718
O -0.71734 0.93435 3.72554
H -0.49412 0.46031 2.91119
H 0.06377 1.45992 3.92754
O -2.59133 4.43380 -2.51370
H -2.44041 4.08195 -1.63049
H -1.73465 4.36670 -2.94593
*
```

Charges per atom according to natural (NBO) partitioning, unit e:
1. C -0.64
2. C -0.20
3. N -0.28
4. C -0.06
5. C -0.02
6. N -0.27
7. C 0.24
8. C -0.44
9. H 0.24
10. H 0.23
11. H 0.23
12. H 0.22
13. H 0.23
14. H 0.25
15. H 0.25
16. H 0.25
17. H 0.27
18. H 0.26
19. H 0.23
20. P 2.61
21. F -0.60
22. F -0.60
23. F -0.57
24. F -0.59
25. F -0.59
26. F -0.60
27. O -0.96
28. H 0.48
29. H 0.47
30. O -0.95
31. H 0.48
32. H 0.47
33. O -0.95
34. H 0.46
35. H 0.48
36. O -0.93
37. H 0.48
38. H 0.45
39. O -0.99
40. H 0.48
41. H 0.50
42. O -0.97
43. H 0.49
44. H 0.47
45. O -0.96
46. H 0.47
47. H 0.48
48. O -0.96
49. H 0.49
50. H 0.47
51. O -0.97
52. H 0.48
53. H 0.49
54. O -0.96
55. H 0.48
56. H 0.50
57. O -0.96
58. H 0.48
59. H 0.47
60. O -0.95
61. H 0.48
62. H 0.47

=====

(2)
The following is a DFT calculation (the ωB97M-V functional and the def2-TZVPD basis) of 12 unconnected molecules or ions with the total composition C6H35NO12.

Summary:
**LUMO energy**: 0.000 hartree
**HOMO energy**: -9.35 eV
**Energy relative to the best compared isomer or geometry (same formula, charge and spin)**: 85.6 kcal/mol
**Structure (SMILES)**: CCC(=O)NC(C)C.O.O.O.O.O.O.O.O.O.O.O
**Maximum force**: 2.11 eV Å⁻¹

ORCA input file:
```
! wB97M-V def2-TZVPD RIJCOSX def2/J DEFGRID3
* xyz 0 1
C -0.50386 -1.77902 -2.32350
C 0.09857 -0.39257 -2.03679
C -0.01861 0.08411 -0.60021
O 1.00571 0.51136 -0.06562
N -1.14998 -0.14345 0.10315
C -1.54743 0.63356 1.29115
C -1.24977 2.12163 1.13608
C -0.91487 -0.01841 2.52629
H -0.04935 -2.13651 -3.26013
H -0.31945 -2.57261 -1.63256
H -1.54715 -1.59467 -2.57890
H -0.26994 0.32179 -2.77076
H 1.17950 -0.50587 -2.12941
H -1.76689 -0.84168 -0.27944
H -2.64413 0.62834 1.26510
H -1.46116 2.49467 0.11690
H -1.96866 2.71509 1.68612
H -0.21291 2.44311 1.24771
H -0.59272 -1.03571 2.32074
H -1.57395 0.11080 3.38725
H 0.03855 0.44304 2.78400
O 3.37334 0.86252 1.26073
H 3.65688 0.96727 0.35216
H 2.45741 0.56471 1.27343
O 1.46284 -3.89686 -0.91132
H 1.06483 -3.72560 -1.75909
H 0.90219 -3.94330 -0.13566
O -2.42111 1.96215 -2.77292
H -2.71588 1.76861 -1.87830
H -2.91131 1.45945 -3.42576
O -1.85045 -3.54622 -0.45982
H -2.62210 -3.75391 -0.99687
H -2.18113 -3.69085 0.44474
O 0.73489 -3.01933 2.36076
H 1.30870 -2.78131 3.09713
H 1.34664 -2.80101 1.62567
O 2.48535 2.54940 -1.54336
H 2.85433 1.73508 -1.89169
H 1.62962 2.66862 -1.96805
O 0.54782 4.23944 0.18232
H 0.70569 4.34669 -0.75707
H 1.26893 3.72346 0.56520
O 2.80629 -2.42310 0.67480
H 3.05225 -3.17124 0.12659
H 3.34009 -1.63179 0.65566
O 1.35793 2.60713 2.27589
H 2.12484 2.13080 1.91199
H 1.60140 3.53587 2.34034
O -0.26318 3.50068 -2.54622
H -1.01315 3.22045 -2.01796
H -0.47052 2.89706 -3.27076
O -2.63528 -2.78646 1.97210
H -2.15247 -2.82949 2.80827
H -3.37720 -2.22591 2.21990
*
```

Charges per atom according to natural (NBO) partitioning, unit e:
1. C -0.62
2. C -0.49
3. C 0.70
4. O -0.69
5. N -0.63
6. C -0.04
7. C -0.63
8. C -0.65
9. H 0.20
10. H 0.24
11. H 0.19
12. H 0.22
13. H 0.22
14. H 0.41
15. H 0.18
16. H 0.17
17. H 0.21
18. H 0.29
19. H 0.25
20. H 0.20
21. H 0.23
22. O -0.97
23. H 0.48
24. H 0.50
25. O -0.98
26. H 0.49
27. H 0.50
28. O -0.98
29. H 0.49
30. H 0.49
31. O -0.97
32. H 0.46
33. H 0.50
34. O -0.98
35. H 0.47
36. H 0.50
37. O -0.96
38. H 0.46
39. H 0.49
40. O -0.97
41. H 0.48
42. H 0.48
43. O -1.00
44. H 0.51
45. H 0.50
46. O -0.96
47. H 0.50
48. H 0.47
49. O -0.96
50. H 0.48
51. H 0.48
52. O -0.95
53. H 0.49
54. H 0.48

=====

(3)
The following is a DFT calculation (the ωB97M-V functional and the def2-TZVPD basis) of 11 unconnected molecules or ions with the total composition C6H36NO11.

Summary:
**LUMO energy**: -0.090 hartree
**HOMO energy**: -13.77 eV
**Energy relative to the best compared isomer or geometry (same formula, charge and spin)**: 0.0 kcal/mol
**Maximum force**: 3.54 eV Å⁻¹

ORCA input file:
```
! wB97M-V def2-TZVPD RIJCOSX def2/J DEFGRID3
* xyz 1 1
C 0.10894 0.96758 -1.97260
O 1.21333 1.85108 -2.25334
C 0.33647 0.54097 -0.53131
C 0.20653 -0.97879 -0.35802
C 0.69377 -1.48978 1.02050
C 2.21648 -1.40634 1.16228
C 0.22748 -2.94339 1.18061
N -0.69695 1.25727 0.32965
H -0.86094 1.51134 -2.13850
H 0.19474 0.12567 -2.63821
H 1.17268 2.15254 -3.22008
H 1.35261 0.95251 -0.17710
H 0.82083 -1.51215 -1.17613
H -0.80950 -1.34752 -0.50890
H 0.18932 -0.89270 1.86579
H 2.50052 -1.83599 2.09324
H 2.71817 -1.95282 0.36227
H 2.59712 -0.41401 1.07212
H 0.65594 -3.61104 0.41045
H 0.54357 -3.37379 2.15935
H -0.84813 -3.02362 1.07708
H -0.76506 2.28699 0.17764
H -1.62229 0.86136 0.17236
H -0.51937 1.08175 1.32170
H 1.05830 4.52590 -0.34352
H 1.23785 3.03825 -0.99493
O 0.96582 3.55081 -0.19033
H 2.13250 -2.59678 -3.72951
H 2.12916 -1.14116 -3.06787
O 1.54166 -1.90922 -3.37144
H -3.28219 0.39041 3.58560
H -1.85652 0.67888 3.17221
O -2.73814 0.60011 2.82302
H -1.13273 -3.20429 -3.38626
H -0.09187 -2.20227 -3.02985
O -1.04780 -2.42623 -2.86563
H -3.13693 3.37511 1.14972
H -2.71179 2.16634 2.01084
O -2.38826 2.83688 1.38834
H 2.15184 3.03354 2.70622
H 1.43326 2.91727 1.29746
O 1.61124 2.42297 2.16030
H -3.00519 -0.81342 -0.14486
H -3.18695 -0.00572 1.14654
O -3.07990 0.10428 0.20414
H 0.52758 1.50722 3.05571
H 0.34570 0.18559 3.86672
O -0.13502 0.84799 3.42853
H -3.62901 -2.68885 -1.22406
H -2.18817 -2.43363 -1.58144
O -2.82120 -2.34572 -0.85885
H 3.85401 -0.01322 -1.82706
H 2.64893 0.75350 -2.28710
O 3.16757 0.03830 -2.52349
*
```

Charges per atom according to natural (NBO) partitioning, unit e:
1. C -0.09
2. O -0.78
3. C -0.07
4. C -0.45
5. C -0.21
6. C -0.62
7. C -0.62
8. N -0.76
9. H 0.20
10. H 0.21
11. H 0.51
12. H 0.23
13. H 0.24
14. H 0.24
15. H 0.20
16. H 0.22
17. H 0.21
18. H 0.20
19. H 0.21
20. H 0.21
21. H 0.22
22. H 0.48
23. H 0.47
24. H 0.44
25. H 0.51
26. H 0.52
27. O -1.01
28. H 0.50
29. H 0.52
30. O -1.01
31. H 0.50
32. H 0.51
33. O -0.99
34. H 0.48
35. H 0.52
36. O -1.00
37. H 0.49
38. H 0.50
39. O -1.00
40. H 0.50
41. H 0.52
42. O -1.01
43. H 0.51
44. H 0.50
45. O -0.99
46. H 0.52
47. H 0.49
48. O -1.01
49. H 0.49
50. H 0.51
51. O -0.98
52. H 0.50
53. H 0.49
54. O -0.95

=====

(4)
The following is a DFT calculation (the ωB97M-V functional and the def2-TZVPD basis) of 12 unconnected molecules or ions with the total composition C6H36O12.

Summary:
**LUMO energy**: 0.002 hartree
**HOMO energy**: -9.59 eV
**Energy relative to the best compared isomer or geometry (same formula, charge and spin)**: 75.6 kcal/mol
**Structure (SMILES)**: CCO.CCO.CO.CO.O.O.O.O.O.O.O.O
**Maximum force**: 1.91 eV Å⁻¹

ORCA input file:
```
! wB97M-V def2-TZVPD RIJCOSX def2/J DEFGRID3
* xyz 0 1
C 2.80438 0.53682 -0.43700
C 2.99405 1.51679 -1.57483
O 3.28326 0.72596 -2.69667
H 3.78416 0.16563 -0.13647
H 2.18939 -0.34010 -0.63923
H 2.37571 1.13470 0.36729
H 3.88429 2.11640 -1.38500
H 2.07495 2.07954 -1.73812
H 2.45991 0.30590 -2.95600
C -2.01389 2.72184 3.22950
C -2.96163 1.53369 3.28179
O -3.63944 1.55614 2.04700
H -1.32724 2.80307 4.07212
H -2.49004 3.68882 3.06723
H -1.36393 2.46992 2.39153
H -3.73455 1.74456 4.02087
H -2.38753 0.62143 3.44390
H -4.51026 1.18653 2.21028
C 0.84901 -0.58333 -4.89891
O 0.80501 -0.37981 -3.50320
H 0.33746 -1.49179 -5.21690
H 0.32098 0.22582 -5.40346
H 1.86959 -0.62008 -5.27991
H -0.04112 0.05043 -3.35984
C -0.72222 -0.43295 0.17758
O 0.06868 -1.53595 0.59677
H -1.76815 -0.69743 0.02201
H -0.80951 0.31791 0.96286
H -0.47684 -0.06433 -0.81841
H -0.13898 -1.79725 1.49688
O 0.93519 -2.59133 -1.76150
H 0.76839 -2.35901 -0.84802
H 0.89416 -1.75887 -2.23219
O -2.64506 2.46991 -0.46848
H -2.90169 2.14781 0.39560
H -1.71775 2.68899 -0.37724
O 1.88068 0.33653 3.03804
H 2.55398 0.56562 3.67869
H 1.70531 -0.59119 3.19553
O -1.56681 -4.12389 -1.07170
H -1.99202 -3.32005 -1.37047
H -0.63989 -3.99382 -1.27206
O 2.77075 -2.26060 1.76047
H 3.64104 -1.86513 1.80971
H 2.25425 -1.64070 1.24552
O -0.35316 -2.70579 2.98764
H 0.22348 -3.46821 3.03699
H -0.28035 -2.29371 3.84853
O -2.34834 -1.89296 -2.45633
H -2.08912 -0.99627 -2.66841
H -3.28140 -1.92919 -2.66686
O -0.15458 3.10869 0.25064
H 0.39740 3.24031 1.02150
H 0.23002 3.67396 -0.41927
*
```

Charges per atom according to natural (NBO) partitioning, unit e:
1. C -0.64
2. C -0.06
3. O -0.74
4. H 0.20
5. H 0.21
6. H 0.20
7. H 0.18
8. H 0.14
9. H 0.48
10. C -0.63
11. C -0.06
12. O -0.74
13. H 0.21
14. H 0.22
15. H 0.21
16. H 0.16
17. H 0.17
18. H 0.48
19. C -0.26
20. O -0.74
21. H 0.18
22. H 0.17
23. H 0.20
24. H 0.48
25. C -0.25
26. O -0.79
27. H 0.18
28. H 0.17
29. H 0.17
30. H 0.51
31. O -0.99
32. H 0.49
33. H 0.47
34. O -0.99
35. H 0.49
36. H 0.48
37. O -0.95
38. H 0.47
39. H 0.48
40. O -0.98
41. H 0.48
42. H 0.48
43. O -0.96
44. H 0.47
45. H 0.49
46. O -0.94
47. H 0.50
48. H 0.48
49. O -0.94
50. H 0.47
51. H 0.48
52. O -0.95
53. H 0.49
54. H 0.48

=====

(5)
The following is a DFT calculation (the ωB97M-V functional and the def2-TZVPD basis) of 12 unconnected molecules or ions with the total composition C6H38N2O11.

Summary:
**LUMO energy**: 0.004 hartree
**HOMO energy**: -8.37 eV
**Energy relative to the best compared isomer or geometry (same formula, charge and spin)**: 106.1 kcal/mol
**Structure (SMILES)**: CCCN(C)CCN.O.O.O.O.O.O.O.O.O.O.O
**Maximum force**: 2.88 eV Å⁻¹

ORCA input file:
```
! wB97M-V def2-TZVPD RIJCOSX def2/J DEFGRID3
* xyz 0 1
C 3.07216 -2.70039 1.85689
C 1.76827 -1.97817 1.32275
C 1.90733 -0.47789 1.30471
N 0.66719 0.24032 0.97136
C 0.31495 0.14233 -0.44376
C 0.71891 1.64663 1.33255
C -0.58971 2.49954 1.25479
N -0.26444 3.70384 0.47319
H 3.91758 -2.22880 1.35896
H 3.02114 -3.78481 1.57556
H 3.01818 -2.68458 2.93491
H 1.47954 -2.56953 0.45979
H 1.10672 -2.15579 2.19314
H 2.24442 -0.16198 2.31306
H 2.71883 -0.14458 0.64642
H 0.75751 1.02793 -0.99279
H 0.69347 -0.77301 -0.92530
H -0.77456 0.21096 -0.42801
H 1.12706 1.75763 2.33670
H 1.38364 2.28803 0.67940
H -0.76522 2.61749 2.37491
H -1.45975 1.91920 0.89678
H -0.23187 3.59540 -0.52480
H -0.63526 4.55464 0.85301
O -2.04879 -0.45177 2.08484
H -1.80521 -0.79013 1.21390
H -1.63931 0.37915 2.32781
O -0.23680 1.54543 4.25075
H -0.53027 0.95030 3.56368
H -0.29898 1.19232 5.13722
O -1.97554 -2.05406 -0.28060
H -2.42219 -2.87818 -0.07502
H -1.51995 -2.18416 -1.16309
O -1.34769 -3.11796 -2.51870
H -0.63905 -3.76415 -2.42062
H -1.19609 -2.38183 -3.14133
O 0.14847 2.77133 -3.22511
H -0.60112 2.72568 -3.83580
H -0.26314 2.27446 -2.50052
O -3.63993 1.00208 0.64091
H -3.62783 0.77092 1.57128
H -3.35542 0.22738 0.14242
O -3.38626 2.06426 -2.06763
H -4.04109 1.35779 -2.18250
H -3.76436 2.33672 -1.21274
O 3.59660 1.96624 1.64446
H 4.11076 1.35568 2.18371
H 3.00983 2.42506 2.24835
O 2.35812 0.52351 -4.38286
H 1.89663 0.51356 -3.52902
H 3.25751 0.73849 -4.11856
O -0.01996 -4.95375 -0.71799
H 0.04135 -4.67539 0.21323
H -0.94542 -4.87632 -0.96172
O -1.50403 -0.82039 -3.97162
H -0.79173 -0.16761 -3.99653
H -2.01520 -0.54906 -4.74484
*
```

Charges per atom according to natural (NBO) partitioning, unit e:
1. C -0.61
2. C -0.42
3. C -0.21
4. N -0.46
5. C -0.43
6. C -0.26
7. C -0.28
8. N -0.88
9. H 0.20
10. H 0.21
11. H 0.20
12. H 0.21
13. H 0.20
14. H 0.19
15. H 0.17
16. H 0.16
17. H 0.20
18. H 0.21
19. H 0.19
20. H 0.19
21. H 0.21
22. H 0.20
23. H 0.38
24. H 0.38
25. O -0.98
26. H 0.51
27. H 0.46
28. O -0.96
29. H 0.47
30. H 0.49
31. O -1.01
32. H 0.47
33. H 0.51
34. O -1.00
35. H 0.50
36. H 0.52
37. O -0.93
38. H 0.47
39. H 0.46
40. O -0.98
41. H 0.50
42. H 0.48
43. O -0.95
44. H 0.46
45. H 0.49
46. O -0.93
47. H 0.47
48. H 0.47
49. O -0.94
50. H 0.47
51. H 0.47
52. O -0.95
53. H 0.49
54. H 0.47
55. O -0.95
56. H 0.49
57. H 0.49